# 1
Density functional theory data (ωB97M-V/def2-TZVPD) for a molecular structure, C30H30CoN6O2S3Si.

Geometry (Å):
1 Co -0.0717 0.4773 0.8569
2 C -1.8085 -3.3763 -6.2119
3 C -1.5530 -2.2973 -5.2018
4 C -1.1543 -2.6060 -3.9055
5 C -0.8986 -1.6087 -2.9808
6 C -1.0480 -0.2836 -3.3556
7 C -1.4471 0.0530 -4.6410
8 C -1.6982 -0.9570 -5.5537
9 S -0.6158 1.0126 -2.2451
10 O -1.3312 2.2005 -2.6601
11 O 0.8137 1.1324 -2.1897
12 N -1.1244 0.5541 -0.7653
13 C -2.5340 0.5418 -0.5781
14 C -3.5037 0.6773 -1.5460
15 C -4.8724 0.6903 -1.2082
16 C -5.2960 0.5802 0.0847
17 C -4.3357 0.4064 1.1075
18 C -4.6690 0.2673 2.4719
19 C -3.6828 0.0642 3.3978
20 C -2.3535 -0.0046 2.9580
21 N -2.0049 0.1376 1.6962
22 C -2.9717 0.3590 0.7672
23 H -1.7379 -4.3659 -5.7645
24 H -1.0822 -3.3192 -7.0238
25 H -2.7991 -3.2700 -6.6528
26 H -1.0438 -3.6431 -3.6176
27 H -0.5929 -1.8547 -1.9734
28 H -1.5621 1.0910 -4.9137
29 H -2.0139 -0.7013 -6.5556
30 H -3.2431 0.8021 -2.5812
31 H -5.5930 0.8092 -2.0034
32 H -6.3447 0.6170 0.3386
33 H -5.7066 0.3285 2.7705
34 H -3.9037 -0.0560 4.4466
35 H -1.5595 -0.1912 3.6684
36 N 0.3712 -2.1714 3.0262
37 C 0.9139 -0.9728 3.3242
38 N 0.7122 0.1104 2.6140
39 C 1.2941 1.2136 3.2061
40 C 1.9507 0.9681 4.3589
41 S 1.8438 -0.7084 4.7459
42 C 1.0789 2.4508 2.4795
43 C 1.4485 3.7085 2.7845
44 S 0.8865 4.7889 1.5642
45 C 0.1644 3.4679 0.7084
46 N 0.3490 2.3016 1.3039
47 N -0.5194 3.6952 -0.4093
48 H 0.0041 -2.2996 2.0968
49 H 0.7467 -2.9947 3.4675
50 H 2.4856 1.6500 4.9907
51 H 1.9990 4.0609 3.6340
52 H -0.5458 4.6263 -0.7882
53 H -0.8363 2.9568 -1.0268
54 C 2.8271 1.9290 -0.3306
55 Si 2.1655 0.2012 -0.0371
56 C 2.3663 -1.0496 -1.4198
57 C 3.2545 -0.6003 1.3050
58 C 4.2588 0.0947 1.9824
59 C 5.1358 -0.5494 2.8465
60 C 5.0319 -1.9134 3.0562
61 C 4.0496 -2.6337 2.3920
62 C 3.1810 -1.9811 1.5328
63 H 3.7670 1.8759 -0.8812
64 H 3.0238 2.4347 0.6127
65 H 2.1335 2.5235 -0.9176
66 H 3.4337 -1.0582 -1.6518
67 H 1.8128 -0.8145 -2.3196
68 H 2.1080 -2.0554 -1.0942
69 H 4.3826 1.1574 1.8230
70 H 5.9130 0.0154 3.3435
71 H 5.7213 -2.4166 3.7198
72 H 3.9795 -3.7051 2.5277
73 H 2.4504 -2.5734 0.9948

Computed properties:
- spin multiplicity = 1
- net charge = +1
- HOMO level (alpha / beta) (eV) = -10.7 / -10.7
- HOMO-LUMO gap (alpha / beta) (eV) = 7.28 / 7.28
- LUMO energy (alpha / beta) (eV) = -3.4 / -3.4
- energy above the lowest of the compared OMol25 structures with the same formula, charge and spin (eV) = 0.247

Atomic partial charges in e from the Löwdin method, atoms 1 to 6: 0.44 -0.04 -0.26 -0.02 -0.05 -0.30


# 2
Density functional theory data (ωB97M-V/def2-TZVPD) for a molecular structure, C30H30CuNO5PS.

Geometry (Å):
1 Cu 0.1501 -0.9399 -1.0811
2 C 2.7634 0.4695 1.9686
3 C 1.7814 0.3018 3.1007
4 C 2.1854 0.6504 4.3930
5 C 1.3180 0.5884 5.4666
6 C 0.0053 0.1743 5.2716
7 C -0.4088 -0.1898 4.0057
8 C 0.4685 -0.1443 2.9165
9 P -0.2347 -0.5689 1.2665
10 C -1.4256 0.8409 1.2128
11 C -0.7584 2.0064 0.8062
12 C -1.3955 3.2317 0.7755
13 C -2.7343 3.3064 1.1411
14 C -3.4055 2.1580 1.5168
15 C -2.7759 0.9095 1.5641
16 C -3.6061 -0.2800 1.9852
17 C -0.9767 -2.2125 1.4877
18 C -0.7555 -3.0487 2.5764
19 C -1.0919 -4.3945 2.5013
20 C -1.6236 -4.9040 1.3251
21 C -1.8322 -4.0778 0.2306
22 C -1.5233 -2.7185 0.2894
23 C -1.6773 -1.8015 -0.8494
24 H 3.7569 0.1280 2.2658
25 H 2.8496 1.5290 1.7085
26 H 2.4649 -0.0667 1.0718
27 H 3.2062 0.9836 4.5476
28 H 1.6604 0.8703 6.4551
29 H -0.6899 0.1479 6.1016
30 H -1.4329 -0.5127 3.8523
31 H 0.2879 1.9341 0.5175
32 H -0.8602 4.1220 0.4656
33 H -3.2504 4.2595 1.1308
34 H -4.4530 2.2145 1.7943
35 H -4.5592 -0.2766 1.4531
36 H -3.8304 -0.2280 3.0549
37 H -3.1109 -1.2251 1.7918
38 H -0.2960 -2.6656 3.4776
39 H -0.9079 -5.0456 3.3468
40 H -1.8673 -5.9577 1.2565
41 H -2.2436 -4.4836 -0.6872
42 H -2.2674 -0.9079 -0.6333
43 H -2.0215 -2.2561 -1.7739
44 O 0.0367 -0.9633 -3.0533
45 C 1.0125 -0.8907 -3.8085
46 C 2.3723 -0.6063 -3.4660
47 C 3.3029 -0.6010 -4.5142
48 C 4.6220 -0.3514 -4.2700
49 C 5.0706 -0.0891 -2.9608
50 C 4.1855 -0.0771 -1.9258
51 C 2.7945 -0.3353 -2.1222
52 O 2.0039 -0.2986 -1.1163
53 N 5.5743 -0.3615 -5.3731
54 O 5.1395 -0.4764 -6.5063
55 O 6.7579 -0.2597 -5.1009
56 H 0.8246 -1.0558 -4.8795
57 H 2.9792 -0.7973 -5.5290
58 H 6.1222 0.1037 -2.8024
59 H 4.5099 0.1316 -0.9140
60 C -3.4377 3.0316 -2.4268
61 S -2.3934 1.5725 -2.1983
62 C -0.8744 2.3716 -2.7819
63 O -2.8015 0.5986 -3.2420
64 H -3.3934 3.3293 -3.4745
65 H -3.0920 3.8295 -1.7675
66 H -4.4521 2.7389 -2.1604
67 H -0.7285 3.3103 -2.2460
68 H -0.9714 2.5323 -3.8563
69 H -0.0463 1.6934 -2.5721

Computed properties:
- spin multiplicity = 2
- HOMO level (alpha / beta) (eV) = -7.6 / -8.2
- HOMO-LUMO gap (alpha / beta) (eV) = 7.27 / 7.42
- LUMO energy (alpha / beta) (eV) = -0.3 / -0.8
- ⟨S²⟩ = 0.758
- energy above the lowest of the compared OMol25 structures with the same formula, charge and spin (eV) = 0.000

Atomic partial charges in e from the Löwdin method, atoms 1 to 6: 0.46 -0.06 -0.26 -0.05 -0.08 -0.08


# 3
Density functional theory data (ωB97M-V/def2-TZVPD) for 10 unconnected molecules or ions with the total composition C30H30F10O30 in a non-equilibrium geometry.

Geometry (Å):
1 O -16.1772 8.2129 -2.2740
2 C -16.3010 9.0257 -1.4492
3 O -17.3556 9.0345 -0.6611
4 C -17.1596 9.8882 0.4368
5 C -16.0317 10.7574 -0.0725
6 F -15.1787 10.9115 0.9098
7 O -15.5003 10.0583 -1.1260
8 H -18.0680 10.4247 0.7107
9 H -16.8559 9.4405 1.3831
10 H -16.3280 11.7370 -0.4475
11 O -6.2423 8.0185 -3.1829
12 C -5.2959 8.4303 -2.5218
13 O -5.2655 8.6143 -1.1838
14 C -4.1245 9.3293 -0.8428
15 C -3.1741 8.8744 -1.9133
16 F -2.4917 7.7397 -1.6173
17 O -4.0733 8.6234 -3.0129
18 H -4.1626 10.4144 -0.9388
19 H -3.7757 9.0038 0.1373
20 H -2.4402 9.6672 -2.0580
21 O -10.0276 3.6431 -8.1157
22 C -10.3220 3.2500 -7.0164
23 O -10.4608 4.0029 -5.9595
24 C -11.1416 3.4258 -4.8421
25 C -11.2155 1.9531 -5.2796
26 F -12.4974 1.4785 -5.1526
27 O -10.8123 2.0370 -6.6324
28 H -10.6240 3.6182 -3.9024
29 H -12.0682 3.9887 -4.7301
30 H -10.5884 1.3120 -4.6602
31 O -6.1915 12.6066 -5.0382
32 C -6.3948 13.6684 -4.4267
33 O -6.4470 13.8528 -3.0954
34 C -6.7474 15.2013 -2.7820
35 C -7.3483 15.6362 -4.0840
36 F -7.1537 16.8864 -4.4627
37 O -6.6427 14.8591 -4.9669
38 H -7.3962 15.2743 -1.9092
39 H -5.8393 15.7781 -2.6066
40 H -8.3891 15.3148 -4.1221
41 O -7.4864 17.3679 -13.1460
42 C -7.7550 16.3347 -12.5815
43 O -8.9618 15.8960 -12.4038
44 C -8.8940 14.6227 -11.8004
45 C -7.5678 14.6114 -11.1100
46 F -7.0812 13.3841 -11.2090
47 O -6.8785 15.4739 -12.0556
48 H -9.7002 14.5256 -11.0732
49 H -8.8726 13.7268 -12.4209
50 H -7.5843 15.0378 -10.1070
51 O -9.4438 9.1040 -12.0019
52 C -8.4950 8.6132 -11.3995
53 O -8.1847 8.8569 -10.0628
54 C -7.2342 7.9364 -9.5645
55 C -6.7158 7.4354 -10.8368
56 F -6.5807 6.0830 -10.6311
57 O -7.6563 7.6922 -11.8677
58 H -6.4161 8.3916 -9.0063
59 H -7.6724 7.1984 -8.8925
60 H -5.7603 7.8070 -11.2071
61 O -12.6579 14.8126 -0.6537
62 C -12.2892 15.6784 0.1550
63 O -11.1863 16.4246 0.0389
64 C -11.0080 17.1639 1.2432
65 C -12.1770 16.7967 2.0873
66 F -12.8478 17.8885 2.3782
67 O -12.9175 15.9370 1.2866
68 H -10.1119 16.8568 1.7825
69 H -10.9119 18.2155 0.9731
70 H -11.8999 16.2712 3.0012
71 O -17.0091 3.8066 -9.3584
72 C -16.4298 4.8849 -9.1651
73 O -16.3368 5.4247 -7.9877
74 C -15.3165 6.4393 -8.1149
75 C -15.2356 6.7151 -9.5830
76 F -14.0031 6.9860 -9.8947
77 O -15.7318 5.5266 -10.0845
78 H -15.5935 7.3903 -7.6600
79 H -14.4627 6.1362 -7.5090
80 H -15.8711 7.5402 -9.9048
81 O -17.1215 18.0180 -4.9456
82 C -17.0404 16.7917 -5.1584
83 O -18.0739 15.9898 -5.3548
84 C -17.6039 14.6593 -5.4406
85 C -16.1448 14.7201 -5.7740
86 F -15.9238 14.5201 -7.0610
87 O -15.9124 16.1252 -5.3073
88 H -17.5881 14.0948 -4.5083
89 H -18.1500 14.0482 -6.1592
90 H -15.4356 14.2394 -5.1001
91 O -11.1917 13.0118 -6.8128
92 C -11.1339 12.0250 -6.0653
93 O -10.6888 12.0383 -4.8795
94 C -10.9984 10.8311 -4.1973
95 C -11.1312 9.9117 -5.3469
96 F -12.0606 8.9731 -5.0499
97 O -11.7048 10.8328 -6.2769
98 H -10.1179 10.5841 -3.6042
99 H -11.9109 10.9605 -3.6155
100 H -10.2644 9.3950 -5.7588

Computed properties:
- spin multiplicity = 1
- HOMO level (eV) = -10.7
- HOMO-LUMO gap (eV) = 10.41
- SMILES string = O=C1OC[C@@H](F)O1.O=C1OC[C@@H](F)O1.O=C1OC[C@@H](F)O1.O=C1OC[C@@H](F)O1.O=C1OC[C@@H](F)O1.O=C1OC[C@@H](F)O1.O=C1OC[C@@H](F)O1.O=C1OC[C@@H](F)O1.O=C1OC[C@@H](F)O1.O=C1OC[C@@H](F)O1
- LUMO energy (eV) = -0.3
- energy above the lowest of the compared OMol25 structures with the same formula, charge and spin (eV) = 6.213

Atomic partial charges in e from the Löwdin method, atoms 1 to 6: 0.21 -0.60 0.10 -0.05 -0.39 0.11